Below is 2 unconnected molecules or ions with the total composition C4H2F2O in a non-equilibrium geometry, with properties calculated with ωB97M-V/def2-TZVPD.

The max |F| is 2.91 eV/Å. Its net charge is 0. The SMILES is O=C=C(F)F.C#C. The energy relative to the best compared isomer or geometry (same formula, charge and spin) comes out at 3.972 eV. The calculation puts the total energy at -428.4079 Ha.

Structure (XYZ):
```
9
Properties=species:S:1:pos:R:3:forces:R:3
O -2.046 -0.209 1.450 0.08 0.38 -0.17
C -1.244 0.554 1.070 0.75 0.35 0.45
C -0.232 1.273 0.615 -0.59 -0.56 -2.08
F -0.039 1.299 -0.738 -0.46 0.38 1.11
F 0.628 2.049 1.214 0.01 0.19 0.86
C 1.281 -1.163 -1.014 2.51 0.02 -1.49
C 0.141 -1.402 -0.752 2.05 0.14 -0.37
H 2.320 -0.979 -1.444 -2.17 -0.40 1.09
H -0.810 -1.421 -0.402 -2.19 -0.49 0.60
```
Forces are in eV/Å.

Below is 15 unconnected molecules or ions with the total composition C53H123N17O32P4 in a non-equilibrium geometry, with properties calculated with ωB97M-V/def2-TZVPD.

The max |F| is 3.51 eV/Å. Its net charge is 0. The energy relative to the best compared isomer or geometry (same formula, charge and spin) comes out at 0.000 eV. The calculation puts the total energy at -6796.9991 Ha.

Structure (XYZ):
```
229
Properties=species:S:1:pos:R:3:forces:R:3
C 4.409 5.561 -0.433 -0.59 -0.84 0.17
N 3.058 5.332 0.191 -0.23 -0.03 -0.58
O 2.353 4.510 -0.377 -0.14 0.15 0.16
O 2.762 5.884 1.228 0.19 0.05 -0.14
H 4.999 4.915 0.218 0.67 0.57 -0.10
H 4.663 6.614 -0.466 0.08 -0.05 0.49
H 4.367 5.115 -1.421 -0.06 0.06 -0.01
C 4.350 5.323 4.077 1.13 -0.54 0.44
N 5.138 6.333 3.322 -0.99 0.19 -0.52
O 5.036 7.483 3.691 0.21 -0.01 0.11
O 5.778 5.965 2.363 0.41 -0.05 -0.26
H 4.851 5.371 5.045 -0.84 0.11 0.41
H 4.577 4.325 3.718 -0.14 0.19 -0.47
H 3.293 5.550 4.038 0.08 0.27 0.28
C 6.495 -0.479 -0.756 0.62 0.61 0.30
N 7.569 -0.499 -1.799 -0.70 -0.40 0.50
O 8.657 -0.947 -1.516 -0.05 0.18 -0.23
O 7.197 -0.107 -2.886 0.67 0.01 -0.52
H 6.952 -0.231 0.200 0.11 -0.11 -0.04
H 6.061 -1.473 -0.712 -0.20 0.10 -0.14
H 5.843 0.327 -1.075 -0.37 -0.35 0.14
C 7.046 -3.966 3.152 0.11 0.04 -0.63
N 6.084 -2.854 2.946 -0.57 0.64 0.25
O 5.931 -2.040 3.840 0.26 -0.35 0.17
O 5.510 -2.770 1.880 0.04 -0.30 -0.30
H 7.074 -4.501 2.208 0.10 -0.05 0.07
H 6.722 -4.625 3.952 -0.05 0.29 0.20
H 7.991 -3.467 3.347 0.06 -0.27 0.24
C 7.209 0.899 3.217 0.25 -0.13 -0.07
N 7.031 2.179 2.444 0.32 -0.34 0.96
O 6.298 3.017 2.919 -0.08 -0.06 -0.15
O 7.631 2.268 1.397 -0.12 0.05 -0.25
H 7.309 1.021 4.292 -0.25 0.68 -0.09
H 8.124 0.438 2.860 -0.22 -0.17 -0.29
H 6.308 0.322 3.029 0.17 -0.23 -0.09
C 1.058 -0.112 7.612 -0.91 0.12 -0.06
C 1.093 0.471 6.209 0.41 0.37 0.07
C -0.252 1.062 5.714 1.31 -1.26 0.59
O 0.113 2.319 5.139 -0.76 -0.12 0.08
C 1.332 2.670 5.575 1.14 -0.96 0.13
O 1.888 3.700 5.370 -0.33 0.50 -0.13
O 1.926 1.634 6.205 0.11 0.87 0.30
H 0.512 0.544 8.296 0.25 0.31 -0.08
H 2.044 -0.289 8.034 0.05 -0.18 -0.18
H 0.437 -1.011 7.619 0.37 -0.28 -0.12
H 1.582 -0.177 5.480 -0.51 -0.29 0.02
H -0.860 1.179 6.609 -0.50 0.38 -0.34
H -0.649 0.354 4.993 -0.42 0.52 -0.26
C -3.534 0.655 4.774 -0.63 0.17 -0.13
C -3.641 2.099 4.337 0.75 -0.45 0.19
C -4.419 2.386 3.028 0.01 -0.26 1.88
O -5.373 3.333 3.487 -0.71 0.55 -0.84
C -5.390 3.486 4.831 0.36 -0.07 -0.79
O -6.211 4.122 5.403 0.19 -0.10 0.34
O -4.332 2.837 5.348 -0.01 0.22 0.38
H -2.930 0.508 5.667 0.32 0.26 -0.18
H -3.151 0.115 3.910 -0.13 -0.49 0.27
H -4.524 0.305 5.073 -0.08 -0.23 -0.49
H -2.624 2.483 4.209 -0.04 0.36 0.35
H -4.960 1.501 2.694 0.28 -0.01 -0.43
H -3.720 2.838 2.329 -0.44 -0.03 -0.49
C -3.063 0.151 -8.207 -0.56 -0.78 0.60
C -3.432 -0.642 -6.925 0.83 1.51 -1.78
C -2.565 -1.895 -6.777 -0.56 0.63 0.36
O -2.401 -1.919 -5.361 -0.63 -1.32 0.31
C -2.650 -0.702 -4.828 1.41 0.59 0.04
O -2.366 -0.409 -3.714 -0.44 -0.49 0.11
O -3.037 0.142 -5.801 -0.45 -0.05 0.35
H -3.536 -0.318 -9.072 0.31 -0.24 -0.06
H -1.980 0.102 -8.256 0.06 0.38 -0.44
H -3.438 1.172 -8.223 0.15 0.07 0.41
H -4.514 -0.762 -6.861 0.06 -0.60 0.04
H -1.539 -1.829 -7.145 -0.22 0.37 -0.61
H -3.056 -2.756 -7.229 0.04 -0.31 0.60
C 0.693 -3.573 4.805 -0.80 -0.13 0.07
C 2.176 -3.702 4.711 0.07 -1.09 0.39
C 3.050 -2.920 5.695 -1.06 0.74 -1.04
O 3.977 -3.863 6.166 1.18 0.70 0.31
C 3.660 -5.086 5.771 -0.72 -1.44 0.09
O 4.275 -6.078 6.037 -0.04 0.50 -0.19
O 2.492 -5.073 5.092 0.40 0.01 -0.16
H 0.316 -3.690 5.824 0.28 0.20 0.13
H 0.262 -4.425 4.273 -0.06 0.20 -0.26
H 0.315 -2.641 4.382 0.14 0.03 -0.06
H 2.494 -3.622 3.670 0.17 0.36 0.14
H 2.465 -2.521 6.527 0.11 -0.01 0.00
H 3.513 -2.119 5.118 0.39 0.09 0.50
C 3.343 -1.914 -4.176 0.16 -0.64 -0.98
C 4.186 -0.662 -4.323 -0.81 -0.32 1.52
C 3.491 0.437 -5.116 0.47 -0.39 -0.51
O 3.725 1.603 -4.360 0.35 0.84 0.40
C 4.160 1.287 -3.107 -0.78 -0.99 -1.17
O 4.370 2.064 -2.243 0.22 0.31 0.51
O 4.224 -0.061 -3.016 0.17 0.69 0.92
H 3.791 -2.661 -3.522 0.17 0.10 -0.02
H 3.245 -2.360 -5.172 0.10 -0.17 0.08
H 2.316 -1.757 -3.843 0.13 0.51 0.15
H 5.243 -0.863 -4.502 -0.18 -0.05 -0.83
H 2.417 0.247 -5.177 -0.01 0.03 -0.02
H 3.912 0.566 -6.113 -0.11 0.06 0.02
C -1.510 4.665 1.144 0.71 -0.99 0.16
C -1.557 5.232 2.549 -0.92 1.02 -0.67
C -0.313 5.200 3.428 0.17 -1.81 -0.60
O 0.104 6.533 3.571 0.26 0.13 0.01
C -0.767 7.343 2.951 -0.57 1.20 0.17
O -0.747 8.537 2.974 0.43 -0.40 -0.03
O -1.732 6.651 2.331 -0.23 -0.24 0.41
H -2.210 5.133 0.460 -0.18 0.26 0.36
H -1.743 3.596 1.161 0.10 0.01 -0.06
H -0.509 4.776 0.715 0.03 0.01 0.04
H -2.431 4.847 3.085 -0.03 0.22 -0.03
H 0.415 4.578 2.892 0.46 0.41 0.27
H -0.478 4.723 4.392 -0.05 0.32 0.08
O 0.452 -6.311 -1.528 -0.34 0.50 0.27
P -0.684 -6.291 -2.469 -0.96 -1.21 -1.16
N -2.146 -5.779 -1.858 0.90 1.12 0.90
C -3.406 -5.781 -2.574 0.67 -0.54 -0.17
C -2.299 -5.847 -0.417 0.04 0.01 0.24
N -0.978 -7.874 -3.005 0.32 1.55 -0.46
C -1.767 -8.176 -4.216 1.08 -0.30 1.30
C -0.967 -8.894 -1.959 0.09 -0.31 -0.90
N -0.564 -5.363 -3.864 0.13 -0.63 0.24
C -0.814 -3.921 -3.743 -0.41 -0.79 0.34
C 0.546 -5.696 -4.746 -0.04 -0.50 -0.14
H -3.219 -5.795 -3.647 -0.04 -0.11 -0.02
H -4.004 -4.893 -2.360 0.05 -0.12 0.18
H -3.917 -6.701 -2.269 -0.56 0.17 -0.27
H -2.916 -5.008 -0.085 -0.21 -0.24 0.18
H -1.344 -5.775 0.102 0.11 0.13 -0.26
H -2.718 -6.816 -0.114 -0.37 0.17 0.09
H -2.819 -8.204 -3.936 -0.23 -0.19 -0.54
H -1.544 -7.461 -5.003 -0.26 0.14 0.07
H -1.385 -9.147 -4.537 -0.52 -0.15 -0.28
H -0.160 -9.583 -2.220 -0.03 -0.25 0.52
H -0.820 -8.477 -0.967 0.21 0.07 -0.06
H -1.907 -9.455 -1.959 -0.06 0.06 0.01
H -0.235 -3.503 -2.915 0.19 0.40 -0.27
H -0.615 -3.480 -4.714 0.24 0.27 0.17
H -1.870 -3.767 -3.524 0.07 0.17 0.01
H 0.317 -5.326 -5.748 0.23 0.22 0.04
H 0.644 -6.779 -4.847 -0.09 0.00 0.15
H 1.518 -5.346 -4.386 -0.05 0.29 -0.09
O -4.771 -1.086 2.367 0.35 -0.50 0.19
P -4.562 -1.641 1.013 -0.42 -0.77 -1.02
N -5.126 -0.638 -0.220 0.21 -0.02 -0.46
C -6.574 -0.413 -0.241 0.23 -0.74 0.17
C -4.369 0.591 -0.505 0.64 -0.82 0.27
N -5.300 -3.161 0.770 -0.03 0.83 -0.12
C -5.956 -3.865 1.859 0.72 1.14 0.77
C -5.707 -3.601 -0.555 0.06 -0.32 0.22
N -2.998 -1.957 0.560 1.00 1.09 -0.64
C -2.680 -2.138 -0.857 -0.35 -0.37 -0.01
C -2.066 -2.630 1.471 -1.18 0.30 0.41
H -6.876 0.259 -1.042 0.35 0.22 0.05
H -6.896 -0.022 0.728 -0.44 -0.05 -0.13
H -7.043 -1.366 -0.499 -0.30 0.08 0.47
H -3.366 0.326 -0.842 -0.03 0.16 -0.01
H -4.242 1.182 0.406 -0.28 0.47 -0.19
H -4.844 1.107 -1.335 -0.04 0.25 0.23
H -5.992 -4.930 1.639 -0.54 0.05 -0.08
H -5.346 -3.756 2.761 0.05 -0.10 -0.07
H -6.880 -3.340 2.125 -0.47 -0.79 -0.18
H -5.315 -4.602 -0.765 0.04 0.03 0.09
H -6.798 -3.698 -0.613 -0.05 0.24 -0.16
H -5.328 -2.926 -1.319 -0.19 0.05 -0.01
H -1.598 -2.078 -0.963 0.03 0.08 -0.18
H -3.017 -3.116 -1.230 0.25 -0.06 0.02
H -3.157 -1.396 -1.493 0.21 -0.03 0.10
H -1.117 -2.869 1.001 -0.02 0.19 -0.27
H -2.526 -3.566 1.807 0.27 -0.06 0.29
H -1.895 -1.955 2.312 0.15 -0.33 0.20
O 1.314 -0.458 3.186 -0.59 -0.67 -0.78
P 1.412 -0.078 1.742 0.05 0.98 0.27
N 0.019 0.674 1.203 -1.03 0.13 -0.82
C -1.045 1.041 2.136 1.06 0.01 0.53
C -0.126 1.300 -0.132 0.37 -0.79 0.35
N 1.747 -1.303 0.667 0.51 -0.56 -0.05
C 1.858 -2.698 1.081 0.25 -0.04 1.15
C 1.876 -1.140 -0.777 -0.89 0.94 0.05
N 2.596 1.086 1.560 0.85 -0.02 -1.12
C 2.505 2.343 2.307 -0.03 -0.69 0.53
C 3.993 0.755 1.278 -0.13 0.35 -0.35
H -0.611 1.862 2.720 -0.68 -0.20 0.74
H -1.325 0.155 2.707 0.05 0.36 0.39
H -1.951 1.426 1.674 0.11 -0.24 -0.55
H -0.126 0.537 -0.912 0.41 0.08 -0.09
H 0.653 2.048 -0.281 -0.05 0.05 -0.27
H -1.115 1.735 -0.262 0.02 0.29 0.41
H 1.408 -3.444 0.422 -0.13 0.46 -0.45
H 2.911 -2.965 1.220 0.02 -0.12 -0.11
H 1.368 -2.836 2.046 0.01 0.12 0.01
H 2.098 -0.098 -1.016 0.26 -0.09 -0.03
H 2.606 -1.790 -1.260 0.20 -0.04 0.45
H 0.894 -1.333 -1.222 0.07 -0.23 -0.31
H 2.418 3.208 1.654 -0.37 0.04 0.03
H 1.729 2.250 3.068 -0.35 0.40 -0.36
H 3.409 2.474 2.910 0.13 -0.07 -0.12
H 4.519 0.549 2.212 0.03 -0.59 -0.03
H 4.540 1.597 0.839 -0.44 0.34 -0.01
H 4.085 -0.010 0.509 -0.09 -0.45 0.45
O -2.782 2.248 -3.553 0.88 0.16 -0.11
P -2.252 3.612 -3.725 -1.26 3.04 1.22
N -3.256 4.689 -2.841 0.09 0.19 -0.65
C -3.582 6.084 -3.122 0.25 -0.34 -0.05
C -3.763 4.227 -1.552 -0.42 -1.12 -0.94
N -2.283 4.323 -5.260 0.16 -0.38 0.83
C -3.561 4.307 -5.951 0.15 -1.10 -0.34
C -1.098 4.134 -6.071 0.71 0.86 -0.73
N -0.727 3.987 -3.134 -0.66 -1.29 -0.98
C -0.254 5.332 -2.823 0.10 -0.66 0.98
C 0.240 2.916 -3.069 0.37 -1.16 0.90
H -3.215 6.737 -2.324 0.04 0.06 0.01
H -4.667 6.207 -3.173 -0.04 0.10 -0.10
H -3.140 6.417 -4.060 -0.04 -0.10 -0.01
H -4.509 3.438 -1.710 0.26 -0.23 0.01
H -4.360 4.976 -1.034 0.68 0.44 0.16
H -2.928 3.800 -0.997 -0.30 0.13 0.51
H -3.727 3.312 -6.388 -0.14 0.01 -0.06
H -4.372 4.460 -5.243 0.02 0.33 -0.09
H -3.568 5.011 -6.783 -0.07 0.30 0.25
H -1.274 4.479 -7.094 -0.39 -0.21 0.00
H -0.293 4.809 -5.764 0.01 -0.17 0.40
H -0.664 3.133 -6.146 -0.36 -0.22 0.19
H -0.305 5.472 -1.737 -0.07 0.14 0.03
H 0.813 5.341 -3.044 -0.08 0.50 -0.43
H -0.832 6.140 -3.262 0.15 -0.15 -0.45
H 1.029 3.158 -2.354 0.18 0.27 -0.30
H 0.676 2.529 -3.999 0.10 0.72 -0.28
H -0.191 2.009 -2.633 -0.41 0.18 -0.07
```
Forces are in eV/Å.

Below is a molecular structure, C20H28I2N3Ti in a non-equilibrium geometry, with properties calculated with ωB97M-V/def2-TZVPD.

The max |F| is 1.27 eV/Å. Its net charge is -1. The energy relative to the best compared isomer or geometry (same formula, charge and spin) comes out at 0.000 eV. The calculation puts the total energy at -2388.2043 Ha.

Structure (XYZ):
```
54
Properties=species:S:1:pos:R:3:forces:R:3
Ti -0.165 -0.443 0.193 -0.77 -0.98 0.27
C 1.484 -1.010 -3.826 0.02 0.08 -0.04
C 1.523 -2.087 -2.746 -0.03 -0.13 0.08
C 2.748 -2.048 -1.872 0.24 -0.19 -0.10
C 3.774 -2.968 -2.053 -0.10 0.06 -0.06
C 4.898 -2.963 -1.239 -0.01 -0.02 -0.01
C 5.001 -2.029 -0.225 -0.07 0.08 0.01
C 3.999 -1.079 -0.010 0.27 -0.24 -0.02
C 4.160 -0.100 1.127 -0.06 -0.09 0.08
C 5.239 0.947 0.861 0.08 0.08 -0.02
C 2.890 -1.105 -0.852 -0.81 0.44 0.04
N 1.823 -0.158 -0.670 0.52 -0.42 0.28
C 2.120 1.081 -0.881 0.18 0.69 -0.23
C 1.194 2.108 -0.619 0.11 -0.21 0.02
C 1.240 3.484 -0.855 -0.05 0.19 0.01
C 0.015 3.982 -0.414 -0.01 -0.18 0.04
C -0.703 2.870 0.068 -0.07 0.09 0.03
N -0.001 1.743 -0.048 0.14 0.49 -0.10
H 0.566 -1.091 -4.410 0.00 -0.03 0.00
H 2.339 -1.095 -4.502 0.01 -0.01 0.00
H 1.492 -0.012 -3.390 0.01 0.00 0.03
H 1.486 -3.075 -3.215 -0.04 0.02 -0.03
H 0.628 -2.005 -2.123 0.05 0.01 -0.02
H 3.669 -3.708 -2.839 0.05 -0.01 0.01
H 5.678 -3.699 -1.388 0.01 0.01 0.01
H 5.866 -2.032 0.431 0.01 -0.01 0.00
H 4.419 -0.666 2.027 0.05 0.00 -0.03
H 3.212 0.382 1.352 -0.03 0.05 -0.02
H 6.197 0.477 0.624 -0.02 -0.01 0.01
H 5.386 1.593 1.728 -0.03 -0.01 0.02
H 4.974 1.584 0.015 -0.01 -0.01 0.00
H 3.105 1.349 -1.273 -0.05 -0.04 -0.03
H 2.060 4.029 -1.297 -0.01 0.01 0.00
H -0.327 5.005 -0.436 0.00 0.00 0.00
H -1.703 2.850 0.480 0.01 0.03 -0.01
I -2.106 -0.445 -1.800 0.10 0.02 0.07
C -1.239 -0.004 2.027 -0.01 0.08 -0.13
I 0.586 0.149 3.171 0.25 0.03 0.04
H -1.801 -0.789 2.527 -0.01 0.02 -0.03
H -1.707 0.965 2.192 -0.07 0.00 -0.07
C 1.241 -4.155 0.449 0.20 0.01 -0.05
C -0.130 -3.535 0.699 -0.14 0.33 0.09
C -0.538 -3.774 2.152 -0.11 -0.06 0.16
C -1.157 -4.143 -0.254 -0.15 -0.12 -0.09
N -0.096 -2.112 0.468 0.28 -0.03 -0.25
H 1.238 -5.226 0.674 -0.05 0.00 0.03
H 1.994 -3.669 1.075 0.00 0.00 -0.02
H 1.538 -4.027 -0.592 -0.02 0.01 0.02
H -0.569 -4.843 2.388 0.00 0.01 -0.02
H -1.525 -3.348 2.346 0.02 -0.01 -0.04
H 0.172 -3.286 2.823 0.02 -0.01 -0.01
H -1.220 -5.229 -0.133 0.02 0.01 0.02
H -0.888 -3.918 -1.288 0.02 -0.01 0.02
H -2.143 -3.709 -0.079 0.03 0.01 0.02
```
Forces are in eV/Å.